{
  "formula": "C30H45IN6O7P3",
  "method": "the ωB97M-V functional and the def2-TZVPD basis",
  "species": ["O", "C", "O", "C", "C", "C", "C", "C", "O", "P", "I", "P", "P", "O", "O", "O", "O", "H", "H", "H", "H", "H", "H", "H", "H", "H", "H", "H", "H", "H", "H", "H", "N", "C", "C", "C", "C", "H", "H", "H", "H", "H", "N", "C", "C", "C", "C", "H", "H", "H", "H", "H", "N", "C", "C", "C", "C", "H", "H", "H", "H", "H", "N", "C", "C", "C", "C", "H", "H", "H", "H", "H", "N", "C", "C", "C", "C", "H", "H", "H", "H", "H", "N", "C", "C", "C", "C", "H", "H", "H", "H", "H"],
  "coordinates": [[-1.9061, -2.0348, -1.1380], [-1.2108, -3.0642, -1.3584], [0.0217, -2.8813, -2.0249], [-1.7776, -4.4998, -0.8749], [-0.7848, -5.7109, -1.2038], [-0.2582, -6.5450, 0.0601], [-0.0236, -5.7001, 1.3951], [-1.2306, -5.6128, 2.4890], [-0.5715, -4.9384, 3.6233], [0.6059, -3.8494, 2.9276], [2.6370, -4.9915, 3.9013], [-0.8527, -2.2559, 2.3665], [-0.4598, -0.4277, 3.4883], [-1.7444, 0.2862, 3.9576], [0.5468, -0.6974, 4.8638], [0.4373, 0.6887, 2.4886], [0.7912, -4.4797, 1.3099], [0.7513, -3.3767, -1.5847], [-2.7165, -4.6639, -1.5292], [-2.1529, -4.4462, 0.1960], [-1.3522, -6.4606, -1.8750], [0.1321, -5.4004, -1.8208], [-0.8999, -7.4857, 0.2337], [0.7807, -6.9544, -0.2393], [0.7105, -6.3852, 1.9773], [-2.0887, -4.8860, 2.2814], [-1.6438, -6.6576, 2.6748], [0.5521, -3.2193, 4.2198], [1.5969, -2.8438, 2.5630], [-0.5285, -1.9114, 0.9953], [1.4162, -0.2685, 4.6596], [0.3670, 0.2978, 1.5887], [-0.9076, 3.7664, 2.5479], [-0.2993, 4.9049, 2.0934], [-1.2811, 5.8039, 1.7508], [-2.5277, 5.1852, 2.0145], [-2.2648, 3.9297, 2.5082], [-0.4303, 2.9340, 2.8625], [0.7771, 4.9766, 2.0513], [-1.1192, 6.7963, 1.3556], [-3.5086, 5.6106, 1.8611], [-2.9255, 3.1400, 2.8326], [2.8363, 7.5485, -0.3243], [3.3218, 8.8296, -0.3373], [2.3697, 9.6487, 0.2175], [1.2710, 8.8307, 0.5840], [1.5888, 7.5400, 0.2401], [3.3204, 6.7395, -0.6742], [4.2987, 9.0467, -0.7398], [2.4545, 10.7175, 0.3466], [0.3501, 9.1512, 1.0484], [1.0364, 6.6186, 0.3466], [-1.1227, -9.8951, 2.3810], [-1.6402, -9.5234, 3.5926], [-2.8934, -10.0737, 3.7054], [-3.1390, -10.8101, 2.5195], [-2.0277, -10.6840, 1.7220], [-0.2168, -9.6301, 2.0296], [-1.0737, -8.8995, 4.2675], [-3.5590, -9.9600, 4.5481], [-4.0297, -11.3706, 2.2766], [-1.8039, -11.0852, 0.7452], [3.2289, 4.2024, -1.7189], [2.6730, 4.6840, -2.8750], [1.7316, 3.7798, -3.3005], [1.7140, 2.7161, -2.3642], [2.6456, 3.0052, -1.3980], [3.9527, 4.6574, -1.1874], [2.9959, 5.6253, -3.2940], [1.1217, 3.8739, -4.1867], [1.0880, 1.8366, -2.3937], [2.9440, 2.4638, -0.5132], [-5.2156, -2.4360, -2.2242], [-5.7587, -1.9563, -3.3847], [-6.6952, -2.8620, -3.8214], [-6.7215, -3.9249, -2.8856], [-5.7997, -3.6328, -1.9094], [-4.4960, -1.9783, -1.6835], [-5.4321, -1.0151, -3.7999], [-7.2953, -2.7686, -4.7146], [-7.3457, -4.8057, -2.9212], [-5.5094, -4.1729, -1.0210], [5.2492, 7.6938, -4.3536], [5.3522, 8.0748, -3.0426], [6.3939, 8.9636, -2.9399], [6.9360, 9.1296, -4.2384], [6.2078, 8.3361, -5.0904], [4.5732, 7.0432, -4.7193], [4.6789, 7.6808, -2.2989], [6.7281, 9.4423, -2.0311], [7.7666, 9.7603, -4.5187], [6.2895, 8.1726, -6.1542]],
  "atomic_forces_ev_per_a": [[2.34, -3.80, -1.28], [-1.88, 2.73, 1.44], [-1.23, -0.79, 1.44], [0.42, 0.08, -1.72], [-0.22, -0.99, -0.06], [0.80, 0.59, -0.58], [0.87, -2.80, 0.99], [0.51, 1.46, -0.50], [0.26, -1.07, -2.96], [1.52, 3.78, 1.84], [1.00, -1.29, 0.29], [-1.87, -0.16, -0.99], [-1.16, 2.97, 1.91], [3.21, -1.88, -1.21], [-0.34, 1.14, -2.91], [-0.94, -2.11, 0.81], [-3.08, -1.63, 1.12], [-0.89, 0.09, -0.29], [1.39, 0.53, 1.02], [0.85, 0.15, -1.35], [0.91, 1.22, 0.94], [-1.51, -0.14, 0.94], [0.72, 1.67, 0.13], [-1.58, 0.61, 0.48], [-1.27, 0.64, -0.67], [0.86, -1.21, -0.41], [0.78, 1.31, 0.14], [-0.11, -0.34, -0.26], [-0.13, -0.75, -0.19], [0.17, 0.35, 0.94], [-0.85, -0.66, 0.27], [0.22, 0.43, 0.64], [-0.07, 0.16, 0.01], [0.01, -0.10, -0.01], [0.26, 0.09, -0.03], [-0.15, -0.16, 0.07], [0.03, -0.08, 0.01], [-0.16, -0.04, -0.09], [-0.09, 0.01, 0.02], [-0.02, -0.07, 0.04], [0.08, -0.05, 0.02], [0.10, 0.04, -0.03], [-0.01, 0.16, 0.08], [0.08, 0.15, 0.03], [0.24, 0.00, -0.09], [-0.08, -0.24, 0.00], [-0.14, -0.11, 0.01], [-0.20, 0.11, 0.10], [-0.13, 0.09, 0.09], [0.01, -0.10, -0.02], [0.08, -0.06, -0.03], [0.01, 0.10, -0.05], [-0.07, -0.05, 0.03], [0.04, 0.09, 0.07], [0.14, 0.12, 0.13], [0.06, -0.10, -0.23], [-0.02, -0.01, -0.08], [-0.14, -0.02, 0.10], [-0.07, -0.03, -0.05], [0.08, 0.01, -0.07], [0.09, 0.05, 0.01], [-0.05, 0.03, 0.09], [-0.04, 0.08, 0.04], [0.00, 0.02, -0.14], [0.11, 0.24, -0.08], [0.11, -0.10, 0.22], [-0.04, -0.11, 0.03], [-0.04, -0.23, -0.10], [-0.08, -0.06, 0.03], [0.05, 0.01, 0.09], [0.06, 0.09, 0.02], [-0.06, 0.03, -0.09], [-0.10, 0.00, -0.03], [0.06, -0.01, 0.04], [0.04, 0.21, -0.11], [0.04, -0.16, 0.18], [0.09, 0.02, 0.01], [0.01, -0.11, -0.07], [-0.04, -0.10, 0.02], [0.06, 0.00, 0.08], [0.06, 0.08, 0.02], [-0.05, 0.05, -0.08], [0.05, 0.07, 0.03], [0.07, -0.11, -0.06], [-0.17, -0.10, 0.20], [0.00, -0.04, -0.25], [0.03, -0.02, -0.04], [0.12, 0.12, 0.05], [0.07, 0.06, -0.15], [-0.03, -0.04, -0.08], [-0.09, -0.06, 0.02], [0.02, 0.03, 0.11]],
  "mulliken_charge": [-0.523, 0.303, -0.513, 0.314, -0.679, -0.582, 0.154, -0.363, -0.484, 0.046, -0.343, 0.037, 0.908, -0.691, -0.528, -0.483, -0.438, 0.356, 0.223, -0.077, 0.291, 0.280, 0.140, 0.335, 0.269, 0.226, 0.191, 0.121, 0.102, -0.187, 0.292, 0.290, 0.079, -0.591, 0.132, -0.947, -0.332, 0.178, 0.409, 0.280, 0.381, 0.434, 0.029, -0.191, -0.832, -0.234, -0.461, 0.136, 0.210, 0.396, 0.445, 0.374, 0.033, -0.633, -0.383, -0.385, -0.522, 0.240, 0.481, 0.413, 0.397, 0.379, 0.028, -0.241, -0.697, -0.350, -0.646, 0.237, 0.300, 0.412, 0.508, 0.453, 0.035, -0.490, -0.398, -0.467, -0.476, 0.222, 0.374, 0.377, 0.399, 0.433, 0.030, 0.481, -0.451, -0.523, -0.486, 0.189, -0.309, 0.409, 0.381, 0.365],
  "orbital_gap_ev": 6.730,
  "fmax_ev_per_a": 4.6,
  "total_charge": -1,
  "e_homo_ev": -4.89
}

=====

{
  "formula": "C30H45LaNOP",
  "method": "the ωB97M-V functional and the def2-TZVPD basis",
  "species": ["C", "C", "C", "H", "C", "C", "H", "H", "H", "H", "C", "C", "C", "H", "C", "C", "H", "H", "H", "H", "La", "O", "C", "C", "H", "H", "H", "H", "C", "C", "C", "H", "C", "H", "C", "H", "C", "H", "C", "C", "C", "C", "P", "N", "C", "C", "C", "C", "C", "C", "C", "C", "H", "H", "H", "H", "H", "H", "H", "H", "H", "H", "H", "H", "H", "H", "H", "H", "H", "H", "H", "H", "H", "H", "H", "H", "H", "H", "H"],
  "coordinates": [[-0.3974, 1.5076, 1.3186], [0.4291, 0.4051, 1.6805], [1.5813, 0.9127, 2.3500], [0.2099, -0.6392, 1.4528], [1.4382, 2.3238, 2.4410], [0.2237, 2.6982, 1.8022], [-0.2199, 3.6969, 1.7777], [-1.3206, 1.4375, 0.7415], [2.3843, 0.3053, 2.7805], [2.1061, 2.9923, 2.9887], [2.2187, 0.0387, -2.6933], [0.9988, -0.4637, -2.1324], [-0.0234, 0.5009, -2.3772], [0.8547, -1.4079, -1.6105], [0.5544, 1.6016, -3.0815], [1.9363, 1.3112, -3.2809], [2.6393, 1.9171, -3.8560], [3.1742, -0.4888, -2.7135], [-1.0654, 0.4059, -2.0769], [-0.0050, 2.4515, -3.4779], [1.5909, 1.5009, -0.4354], [3.6370, 1.9463, 0.0161], [4.7760, 2.1921, 0.8193], [4.9273, 3.6364, 1.0484], [4.6279, 1.6871, 1.7853], [5.6778, 1.8301, 0.3000], [4.3917, 4.0782, 1.8935], [5.6327, 6.1335, 1.5613], [6.0113, 5.7821, 0.5978], [5.6086, 4.4702, 0.1752], [6.0030, 4.0592, -1.1536], [5.6172, 3.1042, -1.5312], [6.8738, 4.8389, -1.8987], [7.1777, 4.4996, -2.8885], [7.3715, 6.0451, -1.3856], [8.0893, 6.6240, -1.9583], [6.9201, 6.5177, -0.1463], [7.2817, 7.4654, 0.2506], [-0.4348, -3.6609, 1.1662], [-1.7230, -3.7321, 0.3291], [-1.3318, -4.3024, -1.0429], [-2.7294, -4.6842, 0.9925], [-2.4381, -1.9784, 0.1524], [-1.2180, -0.9803, -0.1604], [-3.5802, -1.8352, -1.3585], [-4.6617, -2.9216, -1.3489], [-4.2329, -0.4445, -1.3548], [-2.7550, -1.9550, -2.6508], [-3.2949, -1.4549, 1.7789], [-2.4110, -1.8129, 2.9854], [-3.5021, 0.0636, 1.8303], [-4.6755, -2.1173, 1.9174], [0.0876, -4.6244, 1.0815], [-0.6226, -3.4756, 2.2272], [0.2187, -2.8720, 0.7779], [-0.6833, -3.6080, -1.5894], [-2.1981, -4.5697, -1.6586], [-0.7579, -5.2264, -0.8745], [-2.9227, -4.4317, 2.0416], [-3.6792, -4.7360, 0.4442], [-2.2929, -5.6957, 0.9796], [-5.2819, -2.8919, -0.4466], [-5.3224, -2.7337, -2.2089], [-4.2428, -3.9275, -1.4702], [-3.4766, 0.3370, -1.2104], [-4.6968, -0.2800, -2.3384], [-5.0223, -0.3483, -0.6000], [-1.8406, -1.3611, -2.5710], [-2.4866, -2.9865, -2.8915], [-3.3545, -1.5646, -3.4845], [-1.4017, -1.3979, 2.8712], [-2.8522, -1.3524, 3.8824], [-2.3486, -2.8894, 3.1733], [-4.0512, 0.4518, 0.9700], [-4.0755, 0.3040, 2.7380], [-2.5437, 0.5819, 1.8921], [-5.3937, -1.7116, 1.1952], [-4.6421, -3.2077, 1.8292], [-5.0610, -1.8841, 2.9216]],
  "atomic_forces_ev_per_a": [[-0.14, 0.13, 0.64], [-0.09, 0.15, 0.50], [-0.59, 0.15, 0.18], [0.19, 0.41, 0.05], [-0.11, -0.20, -0.04], [-0.01, -0.52, 0.07], [0.31, -0.34, -0.11], [0.43, 0.06, 0.23], [-0.31, 0.36, -0.24], [-0.17, -0.21, -0.39], [-0.71, 0.16, -0.43], [0.05, 0.25, -0.82], [0.25, -0.04, -0.79], [0.05, 0.29, -0.13], [-0.02, -0.80, 0.11], [-0.04, -0.48, 0.12], [-0.21, -0.16, 0.36], [-0.31, 0.29, 0.05], [0.46, 0.16, -0.01], [0.31, -0.21, 0.21], [0.35, 1.11, 0.31], [1.27, 0.08, 0.09], [-0.57, -0.41, -0.45], [-0.64, 0.33, 0.64], [0.33, -0.09, -0.15], [-0.14, -0.24, 0.32], [0.35, -0.07, -0.11], [0.26, -0.01, -0.27], [-0.02, -0.54, -0.19], [0.78, 1.03, -1.10], [0.05, -0.06, 0.79], [0.22, 0.46, 0.09], [-0.15, -0.05, 0.17], [-0.04, 0.11, 0.21], [-0.15, -0.06, 0.05], [-0.10, -0.06, 0.06], [-0.25, -0.08, 0.09], [-0.07, -0.16, -0.18], [0.00, 0.10, 0.01], [-0.86, -0.13, 0.30], [0.09, -0.01, 0.00], [0.23, -0.52, -0.03], [0.90, 0.35, -0.01], [-0.54, -0.06, -0.13], [-0.17, -0.43, 0.37], [-0.29, 0.05, -0.22], [-0.03, 0.09, -0.10], [0.20, 0.07, 0.03], [-0.40, -0.43, -0.24], [0.05, 0.00, 0.08], [0.18, 0.19, -0.14], [-0.10, -0.05, 0.35], [-0.11, 0.20, 0.02], [0.07, -0.03, -0.25], [-0.04, -0.15, 0.07], [-0.15, -0.10, 0.03], [0.21, 0.10, 0.14], [-0.15, 0.21, -0.02], [0.00, -0.07, -0.32], [0.22, 0.01, 0.21], [-0.16, 0.16, 0.06], [0.15, -0.10, -0.27], [0.09, -0.11, 0.15], [-0.11, 0.25, 0.04], [-0.21, -0.12, 0.03], [0.05, -0.08, 0.23], [0.22, -0.01, -0.15], [-0.12, -0.17, -0.20], [-0.05, 0.27, 0.07], [0.10, -0.07, 0.17], [-0.21, -0.12, 0.06], [0.06, -0.08, -0.23], [0.00, 0.26, -0.04], [0.10, -0.04, 0.24], [0.10, -0.12, -0.18], [-0.25, -0.12, 0.05], [0.16, -0.10, 0.17], [-0.10, 0.26, -0.03], [0.04, -0.04, -0.20]],
  "mulliken_charge": [-0.214, -0.271, -1.259, 0.537, -0.349, -1.527, 0.432, 0.913, 0.453, 0.530, -0.791, -0.490, 0.196, 0.507, -1.322, -0.525, 0.438, 0.440, 0.316, 0.468, 1.571, -0.264, -0.824, -0.499, 0.278, 0.459, 0.234, 0.331, -0.527, 0.934, -0.439, 0.299, -0.546, 0.356, -0.388, 0.354, -0.460, 0.358, -1.489, 2.086, -1.794, -1.893, 0.315, -0.102, 1.979, -1.841, -1.877, -1.789, 2.206, -1.706, -1.671, -2.024, 0.533, 0.323, 0.117, 0.238, 0.246, 0.604, 0.273, 0.277, 0.524, 0.270, 0.542, 0.236, 0.236, 0.633, 0.287, 0.455, 0.306, 0.519, 0.187, 0.564, 0.359, 0.256, 0.566, 0.183, 0.319, 0.290, 0.551],
  "orbital_gap_ev": [6.341, 7.829],
  "fmax_ev_per_a": 1.7,
  "total_charge": 0,
  "e_homo_ev": [-6.74, -7.95],
  "relative_energy_kj_mol": 0.0
}

=====

Q: Number 1 is which compound?
A: C30H45IN6O7P3